295
Properties=species:S:1:pos:R:3:forces:R:3 method="wB97M-V/def2-TZVPD" lumo_energy_ev=-9.2 multiplicity=1 e_homo_ev=-16.6 charge=+7
C -9.7720 12.9000 0.1028 -0.107 0.146 1.486
O -10.2637 11.5511 -0.0508 0.408 -0.944 -2.087
C -10.5649 11.2304 -1.4314 -1.131 -0.059 -0.334
C -11.1188 9.7613 -1.7118 1.259 2.090 2.498
N -10.2491 8.8450 -0.8049 -0.193 -1.019 -2.988
H -9.8835 9.3503 -0.0104 0.081 0.657 0.578
H -11.0003 8.2331 -0.5194 0.580 -0.930 0.782
C -9.0380 8.0524 -1.4626 -0.938 0.316 2.825
C -8.3079 7.3959 -0.2431 0.414 0.532 0.173
O -7.9275 8.3679 0.7637 -0.170 -0.962 -0.908
C -7.2310 7.6825 1.8331 -0.956 -0.236 0.317
H -8.7573 13.1835 -0.1768 0.317 -1.058 -0.676
H -9.7500 12.9531 1.1913 -0.269 0.575 -0.057
H -10.3915 13.6852 -0.3306 -0.569 -0.385 0.050
H -9.7271 11.4135 -2.1042 0.215 0.176 0.148
H -11.4100 11.8640 -1.7007 0.162 0.281 -0.454
H -11.2011 9.4875 -2.7637 0.700 -0.124 0.171
H -12.1208 9.6960 -1.2879 0.043 -0.053 0.044
H -8.4011 8.7796 -1.9663 -0.286 -0.086 -0.076
H -9.4806 7.2774 -2.0883 0.215 0.279 -0.182
H -7.4354 6.8345 -0.5771 0.380 0.298 -0.427
H -8.8882 6.5941 0.2134 -0.685 0.176 0.105
H -7.8549 6.8601 2.1833 -0.029 -0.390 -0.224
H -7.1749 8.2883 2.7376 0.328 0.562 -0.552
H -6.2654 7.2842 1.5215 0.057 0.271 -0.070
C 9.9606 -3.8711 -10.4305 0.831 1.161 -0.216
O 10.9215 -4.4821 -9.5676 -0.830 -1.723 -0.966
C 11.5059 -5.6378 -10.2295 -0.187 -0.244 2.273
C 10.6856 -6.9967 -10.1673 0.727 0.399 0.758
N 10.3331 -7.4249 -8.7074 -1.000 2.118 -1.266
H 10.1807 -8.4218 -8.6521 -0.848 -0.465 -0.337
H 11.2129 -7.3866 -8.2129 0.183 0.959 0.947
C 9.1312 -6.6153 -8.1249 -0.247 -1.418 1.047
C 8.8073 -7.2081 -6.7131 0.312 0.597 0.218
O 9.9580 -7.2212 -5.9127 0.420 0.606 -0.019
C 10.3867 -5.9257 -5.4628 0.958 0.396 -0.567
H 10.5655 -3.4166 -11.2152 -0.402 -0.035 -0.537
H 9.4819 -3.0274 -9.9333 0.059 -0.233 0.396
H 9.1825 -4.5073 -10.8523 0.135 -0.409 0.116
H 12.3739 -5.8099 -9.5931 0.303 -0.109 -0.217
H 11.8784 -5.4152 -11.2293 -0.399 -0.113 -0.174
H 11.3726 -7.8151 -10.3828 -0.011 0.251 -0.991
H 9.7961 -7.0023 -10.7973 0.014 -0.237 0.288
H 8.2680 -6.7702 -8.7722 0.245 -0.376 -0.283
H 9.2990 -5.5384 -8.1405 0.774 -0.340 0.109
H 8.4232 -8.2281 -6.7273 0.259 -0.171 -0.503
H 8.0412 -6.6677 -6.1571 -0.344 0.538 -0.563
H 10.2889 -5.0867 -6.1516 -0.812 -0.220 -0.751
H 11.4762 -5.9573 -5.4573 -0.013 -0.333 0.942
H 9.9350 -5.5498 -4.5448 0.061 -0.687 0.264
C -2.5071 -2.6817 7.6311 -0.284 0.428 -0.459
O -2.4478 -1.5855 6.6425 -0.351 -0.836 1.549
C -2.8153 -0.3114 7.1940 0.677 -0.808 -0.764
C -4.2910 -0.1585 7.4885 0.501 -0.746 -0.311
N -5.0840 0.0601 6.2022 -0.988 0.441 2.099
H -6.0222 0.3140 6.4766 -0.425 0.578 0.390
H -4.7078 0.8889 5.7643 0.074 0.361 -0.521
C -5.2920 -1.0598 5.2341 1.342 1.460 0.050
C -6.4082 -0.6896 4.2458 0.103 -1.236 -0.196
O -6.4007 0.6071 3.7618 1.910 0.718 -0.908
C -5.4807 0.7788 2.6260 -1.536 0.797 -0.305
H -2.0945 -3.5968 7.2062 0.135 0.383 -0.285
H -3.5274 -2.9232 7.9288 -0.297 0.126 -0.256
H -2.0000 -2.4724 8.5730 0.404 0.429 -0.205
H -2.4794 0.3733 6.4153 -0.146 0.402 0.101
H -2.2343 -0.0838 8.0877 -0.044 -0.078 0.174
H -4.4111 0.6575 8.2011 -0.467 0.262 -0.455
H -4.6457 -1.0769 7.9563 -0.260 0.106 -0.071
H -5.4517 -1.9599 5.8278 0.026 -0.077 -0.440
H -4.3078 -0.9921 4.7706 -0.153 -1.268 -0.536
H -7.4100 -0.8403 4.6480 0.093 -0.318 0.194
H -6.1995 -1.3751 3.4245 -0.606 -0.407 -0.141
H -4.4877 0.3319 2.6745 -0.006 0.105 0.675
H -5.4839 1.8506 2.4279 0.599 0.057 0.519
H -5.9294 0.4174 1.7007 -0.295 -0.699 0.170
C 6.1982 5.3349 6.5988 0.728 0.559 0.649
O 6.9346 5.4145 7.8552 -0.927 -0.035 -0.637
C 6.1582 5.5710 9.0399 0.531 0.272 -1.689
C 7.1837 5.7316 10.0856 1.808 1.461 1.437
N 7.9245 7.1216 9.9789 -0.584 -1.191 1.157
H 8.2647 7.2640 9.0386 0.292 -0.063 -0.802
H 7.2089 7.8063 10.1771 0.153 0.649 0.116
C 9.1447 7.2148 10.8958 0.986 0.120 -1.299
C 10.2295 8.1167 10.1712 0.323 -0.883 0.054
O 10.3829 7.7329 8.8019 -1.487 -0.141 -0.069
C 11.2100 8.5614 7.9780 0.461 0.027 -0.331
H 5.4101 4.5829 6.6374 0.240 -0.197 -0.076
H 6.9639 5.1699 5.8407 -0.218 -0.534 0.109
H 5.7608 6.2944 6.3232 -0.225 0.218 0.349
H 5.4449 4.7631 9.2029 0.228 -0.295 0.211
H 5.5716 6.4884 8.9905 -0.341 0.280 -0.071
H 8.0878 5.1259 10.0239 -0.795 -0.922 -0.083
H 6.7679 5.7721 11.0924 0.080 -0.391 0.018
H 9.5555 6.2147 11.0336 -0.149 -0.152 -0.552
H 8.9102 7.4937 11.9231 -0.321 0.670 -0.351
H 11.2069 7.8769 10.5897 -0.156 0.448 0.851
H 9.9636 9.1664 10.2959 0.163 0.161 -0.147
H 11.0926 9.6204 8.2078 0.112 -0.034 0.174
H 11.0097 8.4267 6.9151 -0.937 -0.189 0.163
H 12.2535 8.2462 7.9801 0.177 0.146 0.884
C -5.4593 4.8807 -10.5939 -0.969 -0.497 -0.033
O -4.7110 4.9920 -9.3613 1.903 1.324 -1.750
C -3.6267 5.9951 -9.5257 -0.663 -0.265 2.962
C -2.9561 6.0273 -8.1163 -0.412 -1.780 0.306
N -3.9486 6.1344 -6.9585 0.780 2.225 0.723
H -4.4049 7.0264 -7.0855 -0.469 0.444 -0.166
H -4.7063 5.4700 -7.0260 0.031 -0.776 -0.268
C -3.4555 6.2810 -5.4545 -0.104 -1.291 -1.100
C -3.0456 4.9098 -4.7957 -0.823 -0.023 -1.601
O -2.4700 3.9913 -5.7533 -0.459 0.540 1.045
C -2.4511 2.6486 -5.2310 0.775 -0.105 -0.628
H -6.2365 5.6448 -10.6061 0.268 0.250 -0.313
H -5.9954 3.9347 -10.6691 0.043 -0.185 0.843
H -4.8875 4.8292 -11.5205 0.566 0.714 0.263
H -3.9586 7.0152 -9.7188 -0.786 -0.087 -0.304
H -2.8059 5.8412 -10.2262 -0.345 -0.855 -0.322
H -2.2004 6.8088 -8.0375 -0.128 -0.104 0.219
H -2.6019 5.0378 -7.8272 0.955 0.104 -0.795
H -4.3918 6.6563 -5.0414 0.332 -0.072 0.641
H -2.6925 7.0550 -5.3707 -0.013 -0.127 -0.504
H -3.9958 4.4644 -4.5010 0.049 -0.109 0.589
H -2.3824 5.0814 -3.9478 -0.074 0.032 0.032
H -3.4259 2.1759 -5.1105 -0.297 0.402 -0.074
H -1.9000 2.5380 -4.2972 -0.020 0.429 0.168
H -1.8853 2.0830 -5.9713 -0.136 -0.048 -0.016
C -0.6884 1.7413 1.4523 1.439 -0.183 0.740
O -0.3379 0.3459 1.5122 -2.007 -0.114 -0.735
C 0.9863 0.0888 1.8630 -0.030 2.103 -0.710
C 1.2246 -1.3447 1.9590 -0.131 -3.920 0.136
N 0.6043 -2.1377 0.7945 -0.939 1.356 -1.106
H -0.3567 -1.8744 0.6295 -1.009 0.121 1.062
H 0.9128 -1.7508 -0.0860 1.491 0.209 -0.395
C 0.7219 -3.6415 0.6600 -0.436 0.737 0.951
C 0.9485 -3.9258 -0.8480 0.246 -0.010 1.729
O 2.0433 -3.1586 -1.2677 -1.079 0.064 -0.247
C 3.2425 -3.8641 -1.2174 1.798 0.075 -0.416
H -0.4753 2.1650 2.4337 -0.407 0.135 0.291
H -1.7214 1.9420 1.1681 0.161 -0.622 -0.019
H 0.0126 2.2768 0.8119 -0.108 -0.056 -0.531
H 1.1679 0.6421 2.7844 0.695 -0.352 0.258
H 1.6232 0.4747 1.0670 0.432 0.346 0.028
H 0.8322 -1.8687 2.8305 -0.362 0.456 0.222
H 2.2602 -1.6832 1.9279 0.276 0.741 -0.039
H -0.2185 -4.0533 1.0262 -0.003 -0.124 -0.137
H 1.4509 -3.8345 1.4471 0.566 -0.954 -0.758
H 0.0396 -3.6206 -1.3664 0.034 0.071 -0.193
H 1.1029 -4.9960 -0.9855 -0.024 -0.045 -0.098
H 3.9906 -3.1787 -1.6156 0.071 -0.179 -0.138
H 3.2002 -4.7764 -1.8125 -0.079 -0.026 -0.203
H 3.6310 -4.1444 -0.2384 -0.532 0.098 0.455
C -2.3957 -5.7183 -5.9959 1.705 -1.296 1.088
O -3.6808 -5.2461 -5.7098 -1.203 0.911 -0.978
C -4.0220 -4.0882 -6.4665 -1.241 1.230 0.477
C -5.3729 -3.3515 -5.9922 1.107 -2.007 0.597
N -6.4801 -4.4201 -6.0167 -0.686 2.592 1.955
H -6.6440 -4.7865 -6.9435 -0.328 0.052 -0.358
H -6.1740 -5.1890 -5.4377 0.273 -0.731 0.467
C -7.7985 -3.9155 -5.2806 -0.756 -1.211 -1.863
C -8.6307 -5.1542 -4.9278 0.714 -2.170 1.927
O -7.7792 -6.0837 -4.2328 1.215 -0.715 0.637
C -8.3248 -7.3928 -3.8951 -0.785 0.533 -0.297
H -2.1746 -6.5458 -5.3218 -0.577 -0.082 0.323
H -1.5794 -5.0490 -5.7245 -0.261 0.799 -0.218
H -2.1356 -6.1847 -6.9461 -0.888 0.547 -0.708
H -4.2480 -4.2615 -7.5187 0.621 -0.592 -0.308
H -3.2145 -3.3625 -6.3690 0.028 0.174 -0.208
H -5.6655 -2.4781 -6.5750 0.147 -0.415 -0.459
H -5.2796 -3.0003 -4.9645 -0.104 -0.357 0.133
H -8.4220 -3.3734 -5.9916 0.358 0.091 -0.424
H -7.6122 -3.1823 -4.4959 0.693 -0.753 0.303
H -8.9920 -5.8302 -5.7028 -0.492 1.156 -1.033
H -9.4286 -4.9584 -4.2116 -0.359 0.764 -0.447
H -8.8401 -7.8620 -4.7332 0.170 0.153 -0.489
H -9.0937 -7.3545 -3.1235 0.078 0.515 0.245
H -7.5791 -8.1063 -3.5444 0.465 0.660 -0.163
C -6.2110 -8.5264 0.6555 0.021 -0.172 -0.400
O -5.9641 -9.7291 1.3761 1.155 0.134 0.271
C -4.5500 -9.8518 1.5949 -0.299 -1.423 1.384
C -3.7663 -10.7612 0.6284 -0.783 -0.613 0.235
N -4.4581 -12.1986 0.4355 1.757 1.336 -2.016
H -4.5014 -12.7105 1.3051 -0.282 0.190 0.507
H -5.3754 -12.0416 0.0431 -0.595 0.078 0.157
C -3.6952 -13.1047 -0.5681 0.002 0.111 0.678
C -3.2935 -12.3816 -1.8140 -0.574 0.546 -1.687
O -4.3407 -11.5436 -2.2892 -0.684 0.168 0.322
C -4.0208 -10.8337 -3.5025 0.651 0.202 1.636
H -5.8722 -7.6168 1.1514 0.509 -0.165 0.242
H -7.2792 -8.3473 0.5331 0.041 -0.624 -0.337
H -5.6501 -8.7173 -0.2594 -0.490 0.991 -0.643
H -4.4682 -10.2799 2.5940 0.064 0.092 0.161
H -4.0128 -8.9036 1.6118 -0.175 0.168 -0.068
H -2.7657 -11.0344 0.9633 -0.092 0.377 0.385
H -3.6605 -10.1486 -0.2670 -0.312 -1.176 -0.715
H -4.2705 -13.9986 -0.8091 -0.472 0.303 0.331
H -2.7855 -13.4512 -0.0778 -0.077 0.074 0.191
H -3.1747 -13.0893 -2.6345 0.681 -0.569 0.335
H -2.3598 -11.8344 -1.6839 0.071 0.250 0.038
H -3.9358 -11.4783 -4.3772 -0.179 0.008 0.045
H -3.0721 -10.3577 -3.2546 0.405 0.127 -0.677
H -4.7262 -10.0079 -3.5957 -0.276 -0.450 -0.242
C -3.9069 12.9127 11.0303 1.992 0.287 -0.021
O -2.5805 12.5571 10.3884 -0.479 -0.091 1.049
C -1.6303 12.1453 11.3787 -0.805 0.207 0.088
C -0.2060 12.2366 10.8908 -0.058 -0.181 -0.423
N -0.0167 11.2351 9.7609 0.402 2.154 -0.541
H -0.1466 10.3321 10.1943 0.387 -0.713 -0.479
H -0.8164 11.4175 9.1715 -0.579 -0.279 -0.488
C 1.2728 11.4542 8.9400 0.195 -0.630 0.510
C 1.2730 10.6419 7.6250 0.724 -0.021 0.547
O 0.8248 9.3652 7.9862 -1.321 -0.465 -0.804
C 0.1841 8.7221 6.8535 -0.318 -0.164 0.627
H -3.7013 13.8815 11.4856 -0.544 0.392 -0.499
H -4.1568 12.3139 11.9061 0.107 -0.778 -0.419
H -4.6756 12.8828 10.2581 0.299 0.149 0.198
H -1.9362 11.1458 11.6877 0.371 -0.295 0.294
H -1.6088 12.7801 12.2646 -0.493 0.199 0.170
H 0.5291 12.0103 11.6631 -0.194 -0.109 0.073
H -0.0222 13.2554 10.5495 0.072 -0.176 -0.377
H 2.0255 11.1501 9.6674 0.327 -0.204 -0.420
H 1.4213 12.5223 8.7810 -0.409 -0.035 0.000
H 2.2167 10.4968 7.0993 1.017 0.446 0.873
H 0.8065 11.1687 6.7926 -1.476 -0.082 0.337
H -0.6277 9.3617 6.5071 0.295 0.222 -0.478
H -0.3440 7.8128 7.1403 0.428 -0.065 0.498
H 0.9352 8.4665 6.1060 -0.129 0.245 -0.233
C -2.0296 -0.2634 -10.9077 0.671 -0.020 -0.944
O -0.5982 -0.2129 -10.6776 -0.538 0.224 0.505
C -0.0052 1.0702 -10.8036 0.341 -0.880 -0.976
C 1.2865 1.0609 -10.0575 0.772 0.314 1.987
N 2.3130 0.0848 -10.6158 -0.717 0.556 -0.538
H 2.0469 -0.8224 -10.2603 0.153 -0.517 0.319
H 2.1312 0.0140 -11.6068 0.070 0.050 -0.678
C 3.7741 0.3572 -10.3879 0.152 -1.121 1.414
C 4.2053 -0.1913 -9.0212 0.302 1.563 0.797
O 3.3009 0.1647 -7.9721 -0.382 -0.638 -0.084
C 3.4976 -0.6004 -6.7177 0.896 0.624 -1.782
H -2.3079 -1.3094 -11.0362 0.190 0.075 0.188
H -2.2306 0.2332 -11.8570 -0.183 0.060 -0.050
H -2.6512 0.1917 -10.1365 0.383 0.107 0.319
H -0.6809 1.8850 -10.5435 0.198 0.048 0.336
H 0.3543 1.2392 -11.8187 -0.764 0.120 -0.789
H 1.1437 0.7403 -9.0256 0.097 0.117 -0.011
H 1.7830 2.0306 -10.0239 -0.194 0.046 -0.200
H 4.0472 1.4044 -10.5184 -0.492 -0.135 -0.239
H 4.3587 -0.3328 -10.9963 -0.263 0.635 -0.926
H 5.1475 0.3256 -8.8389 0.362 -0.060 0.130
H 4.5006 -1.2315 -9.1583 -0.725 -0.494 0.615
H 3.2620 -1.6227 -7.0133 0.071 -0.168 0.754
H 2.9176 -0.1984 -5.8870 -0.321 0.009 -0.542
H 4.5488 -0.4502 -6.4716 0.042 -0.476 0.286
C 5.8982 -4.3982 5.5999 -1.688 1.154 1.060
O 7.0581 -5.0896 5.9117 0.595 -1.662 -0.233
C 7.0477 -6.0395 6.9778 1.878 2.234 0.483
C 6.7764 -7.4351 6.6156 -0.927 -1.892 -1.267
N 7.1264 -7.7094 5.1478 -0.043 -0.820 0.176
H 6.4292 -7.2639 4.5685 0.224 0.795 -0.368
H 8.0662 -7.3743 4.9906 0.019 0.874 -0.198
C 7.1848 -9.1768 4.6501 -0.313 0.510 1.213
C 8.1485 -9.3620 3.4508 -0.832 -0.343 1.458
O 7.7559 -8.5344 2.4109 0.284 1.177 -0.633
C 8.5271 -7.3084 2.2620 -0.654 -1.035 -0.379
H 5.7177 -3.7152 6.4300 0.124 0.812 -0.191
H 4.9338 -4.9059 5.6132 0.167 -1.132 -0.369
H 5.9642 -3.8745 4.6462 0.468 -0.053 0.189
H 6.5091 -5.7467 7.8791 -0.700 0.155 -0.278
H 8.0724 -5.9993 7.3474 0.275 0.086 -0.168
H 5.7226 -7.6768 6.7543 0.069 -0.392 -0.212
H 7.4126 -8.0972 7.2029 -0.280 -0.085 0.077
H 6.1414 -9.4119 4.4399 0.179 -0.383 -0.004
H 7.5428 -9.6081 5.5849 -0.077 -1.079 -0.464
H 8.1200 -10.3959 3.1069 -0.386 -0.090 0.121
H 9.1421 -9.2859 3.8925 0.559 0.754 -0.594
H 9.4358 -7.5795 1.7246 0.486 0.302 0.708
H 8.5949 -6.8437 3.2456 0.794 0.257 -0.314
H 8.0176 -6.6136 1.5944 -0.450 -0.243 0.169
B 6.4246 -0.1654 -0.0744 1.430 0.508 0.444
F 7.2595 0.0810 -1.1583 0.493 -0.174 -0.710
F 6.7110 -1.3807 0.5296 0.003 -1.190 0.083
F 6.6499 0.8169 0.8825 -0.203 0.824 0.609
F 5.1326 -0.1331 -0.5146 -2.117 -0.131 -0.470
B 1.6558 -8.1331 4.1404 0.178 0.030 0.036
F 1.2709 -6.9844 4.8658 -0.088 -0.226 0.212
F 2.1629 -9.1600 4.9813 -0.817 0.327 -0.210
F 0.5472 -8.5287 3.3242 0.683 -0.112 0.481
F 2.7524 -7.7592 3.3370 0.227 0.205 -0.661
B -4.6409 -3.2304 -0.7518 -0.348 -0.726 1.704
F -6.0389 -3.2053 -0.8254 -0.307 0.767 -0.126
F -4.2208 -4.3406 -1.3985 0.851 -1.562 -2.457
F -4.0225 -2.0695 -1.1713 0.088 0.978 -0.790
F -4.2063 -3.4944 0.5560 -0.111 0.690 1.470
B -3.9755 5.3453 7.1294 0.219 -0.557 0.049
F -3.0456 4.7352 7.9384 1.033 -0.826 1.288
F -3.6601 6.6775 7.0673 0.414 1.438 -0.790
F -3.8846 4.6476 5.9088 -0.135 0.066 -1.211
F -5.2420 5.2181 7.6223 -1.386 -0.343 0.453